Record 1
This record from the OMol25 dataset describes a single C5H5ClS molecule at a distorted geometry. The level of theory is wB97M-V/def2-TZVPD.

XYZ file:
```
12
C5H5ClS | the OMol25 dataset | wB97M-V/def2-TZVPD
C 0.28 0.90 0.07
C -0.83 1.73 -0.13
C 0.18 -0.53 -0.10
C -0.04 -1.10 -1.32
C 0.38 -1.11 1.20
H -0.94 2.75 0.19
H -1.70 1.18 -0.26
H -0.03 -0.59 -2.22
H -0.01 -2.19 -1.65
H -0.01 -2.26 1.06
S 0.90 -0.38 2.62
Cl 1.82 1.60 0.53
```

* LUMO level: -0.0484 hartree
* energy relative to the best compared isomer or geometry (same formula, charge and spin): 53.9 kcal per mole
* charge: 0
* frontier orbital gap: 7.3 eV

Mulliken atomic charge list, values in e, 4 entries: atom 1 (C): 0.05, atom 2 (C): -0.81, atom 3 (C): 0.74, atom 4 (C): -0.84

Record 2
This record from the OMol25 dataset describes a molecular structure, C17H14BrClMnO2 at a distorted geometry. The level of theory is wB97M-V/def2-TZVPD.

XYZ file:
```
36
C17H14BrClMnO2 | the OMol25 dataset | wB97M-V/def2-TZVPD
C -0.99 -1.24 -3.40
C -1.10 -2.28 -2.44
C -1.83 -1.75 -1.30
H -0.74 -3.30 -2.53
C -2.17 -0.37 -1.62
C -1.65 -0.08 -2.92
H -1.86 0.84 -3.46
H -0.59 -1.39 -4.41
H -2.13 -2.29 -0.43
H -2.81 0.27 -1.03
Mn -0.09 -0.72 -1.37
Br 1.02 -2.52 -0.21
C 2.06 0.63 -1.22
C 1.20 1.40 -2.09
C 1.07 0.66 -3.32
H 0.81 2.39 -1.88
C 1.80 -0.57 -3.20
C 2.46 -0.57 -1.93
H 3.16 -1.31 -1.56
H 2.42 0.93 -0.25
H 0.56 1.03 -4.21
H 1.89 -1.35 -3.94
Cl 0.85 1.84 6.78
C 0.37 1.36 5.21
C -0.90 0.81 5.01
C -1.29 0.41 3.72
C -0.42 0.59 2.63
C 0.85 1.12 2.84
C 1.25 1.52 4.12
C -0.92 0.14 1.27
O -2.02 -0.43 1.25
O -0.18 0.41 0.23
H -1.58 0.68 5.85
H -2.27 -0.03 3.55
H 1.53 1.23 1.98
H 2.24 1.95 4.29
```

* LUMO level (spin up / spin down): -0.0835 / -0.0328 hartree
* spin multiplicity: 4
* charge: 0
* frontier orbital gap (spin up / spin down): 5.4 / 7.0 eV

Mulliken atomic charge list, values in e, 4 entries: atom 1 (C): -0.78, atom 2 (C): -0.22, atom 3 (C): -0.32, atom 4 (H): 0.50